No. 1
The following is a DFT calculation (ωB97M-V/def2-TZVPD) of a gas-phase ion, C3HN2O4S (charge -1) at a distorted geometry.

Structure (XYZ):
```
11
Properties=species:S:1:pos:R:3
S -3.11298 -0.19049 -0.56373
O -0.90516 -3.07228 -0.97396
O -0.46505 -2.22208 0.99627
O 0.86588 -0.10999 -0.36184
O -1.27549 1.18702 0.67184
N -0.31258 -0.66617 -3.35945
N -0.56832 -2.12843 -0.26187
C -0.47905 -0.62888 -0.78435
C -0.45103 -0.67734 -2.21787
C -1.58340 0.31172 -0.09999
H 0.66715 0.67167 0.23405
```

Results
SMILES string: N#C[C@@](O)(C([O-])=S)[N+](=O)[O-]
LUMO level: 2.9739 eV
E_tot: -25130.909 eV
Energy above the lowest of the compared OMol25 structures with the same formula, charge and spin: 26.46 kJ/mol
Frontier orbital gap: 7.51 eV
Net charge: -1



No. 2
The following is a DFT calculation (ωB97M-V/def2-TZVPD) of 2 unconnected molecules or ions with the total composition C2H4F3NO2S at a distorted geometry.

Structure (XYZ):
```
13
Properties=species:S:1:pos:R:3
S -1.50081 -0.72611 -3.57019
F -3.63084 1.12598 -3.67051
F -1.57068 1.86988 -3.76828
F -2.49048 1.18336 -1.87759
O -2.31695 -1.79469 -2.93151
O -0.28022 -0.41499 -2.59240
N -0.06269 -0.66359 0.45093
C -2.40073 0.98607 -3.18450
C 0.62979 0.39226 0.41274
H 1.20079 0.89730 1.23343
H 0.78021 0.85448 -0.60476
H -0.65256 -0.33165 -1.60965
H -0.30454 -0.92938 1.39468
```

Results
LUMO level (spin up / spin down): 0.8474 / -3.2171 eV
E_tot: -26705.057 eV
Energy above the lowest of the compared OMol25 structures with the same formula, charge and spin: 0.00 kJ/mol
Frontier orbital gap (spin up / spin down): 6.17 / 7.72 eV
Net charge: 0
Multiplicity: 3



No. 3
The following is a DFT calculation (ωB97M-V/def2-TZVPD) of a molecular structure, C11H24GaO2 at a distorted geometry.

Structure (XYZ):
```
38
Properties=species:S:1:pos:R:3
Ga 1.92651 -0.78930 -0.85377
O 1.25605 3.25338 0.29681
O -1.82732 -0.40372 -1.05002
C 1.55875 -1.56940 1.00992
C -0.99505 -1.45646 -1.54348
C 1.05235 -2.98646 1.03676
C -0.12769 3.50718 0.30917
C 1.60085 1.87160 0.53431
C -3.25080 -0.68748 0.87616
C -1.88146 -0.29004 0.36035
C 2.36183 1.21646 -0.60524
C -0.78198 3.15934 -1.02497
C 0.31297 -0.91643 -2.12320
C 0.67068 -3.64408 2.15579
H 0.24367 -4.63826 2.12503
H -4.03127 -0.14788 0.34589
H 2.23231 1.86359 1.42520
H -3.33453 -0.41420 1.93088
H -0.62159 2.97840 1.12968
H 2.14933 1.72226 -1.54891
H 0.90200 -0.91247 1.58057
H 0.08876 0.09582 -2.46772
H -1.57361 -1.94472 -2.33670
H 0.69257 1.31392 0.77649
H -1.10275 -0.88731 0.83230
H 3.43001 1.36877 -0.43321
H 0.58636 -1.47064 -3.02236
H 2.51947 -1.55461 1.53452
H -0.34858 2.24722 -1.42434
H -0.83922 -2.21086 -0.76996
H -0.59095 3.95337 -1.74558
H 0.77972 -3.15325 3.11666
H -3.40856 -1.75987 0.78986
H -1.85943 3.04690 -0.91153
H -1.69486 0.75690 0.60845
H 0.96700 -3.53931 0.10294
H -0.24719 4.57310 0.51155
H 3.18565 -1.55150 -1.52831
```

Results
LUMO level: 3.3588 eV
E_tot: -68265.811 eV
Frontier orbital gap: 7.88 eV
Net charge: -1



No. 4
The following is a DFT calculation (ωB97M-V/def2-TZVPD) of 3 unconnected molecules or ions with the total composition C18H38BBr2ClN3O2P.

Structure (XYZ):
```
66
Properties=species:S:1:pos:R:3
Br 0.06723 0.16626 2.44511
Br 2.67369 -1.75010 0.72281
Cl -3.99179 1.91583 1.10785
P -0.17944 -0.28809 -0.78110
O -2.54963 -1.10109 0.69063
O 0.80588 -1.07322 -3.79835
N 5.94088 1.82923 1.73508
N -0.39975 -4.43556 -3.48487
N -8.21944 -1.49634 5.69769
C 0.03030 -2.03199 -3.06752
C -6.28331 0.24535 3.39076
C 3.13793 0.85257 -0.38606
C 7.64834 2.68139 -1.16822
C -0.76308 1.39221 -1.29886
C -1.65829 2.15072 -0.30867
C 7.96421 2.69316 0.33202
C 2.35192 0.17324 0.73132
C -0.76879 -2.92599 0.69382
C -1.01548 -1.25447 -2.28145
C -5.09984 0.08084 4.33634
C 7.32826 1.28780 -1.69622
C -0.57248 -3.07343 -4.01798
C -7.95493 -0.62310 5.00319
C -3.13612 1.80776 -0.46623
C 6.82965 2.21472 1.12179
C -7.60763 0.49266 4.12230
C 0.87347 0.53503 0.69869
B -1.25573 -1.46942 0.34575
H 6.80869 3.35056 -1.36411
H 2.76675 0.52614 1.67349
H -3.20534 -1.38078 0.04913
H -1.12170 -5.04627 -3.83817
H -4.17912 -0.05974 3.76967
H 1.73399 -1.28059 -3.69327
H 2.98056 1.92706 -0.29312
H -1.36411 2.01584 0.72754
H 0.87259 1.62206 0.62037
H -3.27819 0.79932 -0.83969
H -0.03619 -3.00385 -4.96423
H -0.46967 -4.44257 -2.47563
H 2.87498 0.49256 -1.37601
H -8.42162 0.62542 3.40919
H -3.65837 2.50308 -1.11379
H 0.14636 1.98159 -1.42706
H 1.06535 -0.68801 -1.30784
H -6.09432 1.08520 2.72253
H 4.19510 0.68046 -0.18788
H 8.20796 3.70168 0.66634
H -1.53555 -0.62132 -3.00039
H -0.22526 -2.89747 1.63548
H -4.97621 0.96310 4.96767
H 7.14045 1.31828 -2.76914
H -1.73053 -2.00439 -1.91242
H -5.22710 -0.78658 4.98560
H 6.43944 0.87555 -1.21699
H -1.54518 3.21558 -0.52237
H 0.68266 -2.58566 -2.38043
H 8.82228 2.05468 0.54688
H -6.37403 -0.64471 2.76551
H -7.54478 1.39800 4.72792
H -1.25206 1.38384 -2.26951
H -1.62449 -2.86376 -4.22529
H 8.50928 3.08593 -1.70251
H 8.15713 0.60035 -1.51931
H -0.10893 -3.30601 -0.08821
H -1.62686 -3.59050 0.80042
```

Results
SMILES string: CB(O)[PH](CCCCl)(C[C@H](O)CN)[C@@H](Br)[C@H](C)Br.CCCC#N.CCCC#N
LUMO level: 0.3539 eV
E_tot: -190419.294 eV
Energy above the lowest of the compared OMol25 structures with the same formula, charge and spin: 16.32 kJ/mol
Frontier orbital gap: 8.26 eV
Net charge: 0